128
Properties=species:S:1:pos:R:3:forces:R:3 method="wB97M-V/def2-TZVPD" homo_ev=-9.9 orbital_gap_ev=9.5
C 2.932061 2.024796 -1.746328 -0.555 0.533 0.584
C 2.674971 2.664796 -0.366868 1.475 1.291 -1.247
C 3.804081 3.725136 0.037022 -0.561 0.092 0.199
O 3.842171 4.854316 -0.831798 -2.050 -2.089 -0.686
C 4.463831 5.981456 -0.384538 0.622 1.807 -0.466
N 1.321061 3.395556 -0.446378 1.724 -0.746 -0.272
H 1.332811 3.989266 -1.263368 0.117 0.447 -0.367
H 0.644411 2.671176 -0.640048 -0.952 -0.223 0.532
H 1.152201 3.966666 0.369362 -0.550 -0.142 0.335
H 2.082201 1.401556 -2.024548 0.254 -0.638 0.324
H 3.872521 1.493226 -1.601148 -0.176 -0.224 -0.524
H 2.944901 2.727136 -2.579788 0.576 0.348 0.242
H 2.603561 1.842316 0.344842 -0.136 0.456 0.309
H 4.827001 3.349326 0.059402 -0.255 -0.892 -0.071
H 3.609441 4.049536 1.059262 -0.233 0.136 0.242
H 3.870001 6.657526 0.230592 -0.287 -0.485 0.864
H 4.553981 6.608296 -1.271698 0.592 -0.073 -0.176
H 5.448521 5.795526 0.044322 0.070 0.012 0.141
Cl 0.154341 -0.798644 0.874712 -0.068 2.267 0.327
O 0.467201 -0.143814 -0.373438 0.619 -0.363 -1.507
O 1.199751 -1.667404 1.300732 0.554 -0.597 -0.081
O 0.009521 0.298856 1.793332 -0.057 0.161 1.219
O -1.080129 -1.483264 0.754052 -0.986 -1.047 -0.219
O -1.292389 -6.431784 1.817832 2.002 -0.489 -0.725
S -0.095609 -6.843944 1.077142 -1.311 1.137 -0.927
O 0.037801 -8.215184 0.658512 0.184 1.035 0.411
O -0.039839 -5.941764 -0.299258 0.818 -2.146 1.349
C -0.453909 -4.601584 -0.214078 -1.155 0.942 -0.996
C 0.015001 -3.948954 -1.536228 -0.617 -0.358 0.621
C 1.421781 -6.250494 1.846382 -0.368 -1.164 0.211
H -0.163919 -4.081794 0.699052 0.511 -0.036 -0.101
H -1.541889 -4.652424 -0.171548 -0.196 0.325 -0.076
H -0.160539 -4.663614 -2.340308 0.409 -0.243 0.076
H 1.062441 -3.657724 -1.457718 -0.115 0.041 -0.236
H -0.639079 -3.131284 -1.839028 0.289 0.413 0.442
H 1.391791 -6.687784 2.844372 -0.099 0.483 0.251
H 1.503481 -5.164164 1.810112 -0.133 -0.224 0.099
H 2.259391 -6.753714 1.363392 -0.168 0.309 -0.405
O 0.738781 2.695236 -4.050738 -0.171 -0.335 -0.846
S 0.111111 2.231946 -5.274498 -2.193 -0.199 -0.705
O 0.751831 2.344586 -6.573198 -0.369 -0.738 1.964
O -0.412129 0.678246 -5.036918 0.565 1.380 -0.552
C -0.752429 0.226266 -3.696428 0.792 0.313 1.042
C -1.756019 -0.916584 -3.744558 0.519 0.406 -0.215
C -1.545229 3.050846 -5.474498 1.327 0.120 0.430
H -1.056449 1.043536 -3.042418 -0.635 0.394 -0.475
H 0.182091 -0.023284 -3.193948 0.124 -0.702 -0.280
H -1.434069 -1.607694 -4.523538 -0.368 -0.065 -0.017
H -2.768129 -0.543914 -3.902228 0.021 -0.078 -0.345
H -1.766399 -1.474044 -2.807948 0.238 0.135 0.051
H -2.172719 2.499446 -6.174738 0.234 -0.182 0.268
H -1.336119 4.037866 -5.887008 0.139 -0.056 -0.045
H -1.967619 3.190766 -4.479458 -0.165 -0.342 -0.129
O 3.417381 -4.701114 -0.248188 2.094 2.100 0.260
S 4.453891 -3.660924 -0.061798 -0.705 0.040 -0.817
O 5.022901 -3.441774 1.260432 -0.342 -0.483 -1.895
O 5.720921 -3.969244 -1.138378 -1.109 0.430 1.340
C 5.437541 -3.859394 -2.548218 -0.335 0.229 -0.824
C 6.531041 -4.522324 -3.406688 -0.859 -0.209 0.856
C 3.833361 -2.021154 -0.745518 -0.361 -1.180 0.150
H 5.346181 -2.822894 -2.872918 0.391 0.401 0.439
H 4.435181 -4.228044 -2.766088 0.074 -0.703 0.097
H 6.245991 -4.446364 -4.456008 0.048 0.229 0.015
H 6.556811 -5.587414 -3.176408 0.302 0.026 0.073
H 7.498061 -4.050064 -3.233698 -0.053 -0.128 -0.039
H 4.631211 -1.437924 -1.205288 0.076 -0.249 0.289
H 3.283051 -1.455334 0.006212 0.423 -0.267 0.399
H 3.063761 -2.287244 -1.470098 0.238 -0.122 -0.242
O -2.768659 5.991376 6.325632 -0.890 -2.042 0.274
S -3.447699 4.760706 6.740032 1.396 0.495 0.041
O -4.846049 4.837256 7.120812 1.854 -0.774 -0.882
O -3.224299 3.546606 5.596232 -3.510 1.446 2.106
C -1.963649 3.320016 5.099362 1.792 0.461 -0.665
C -1.858659 1.938046 4.466882 -0.677 0.233 -0.076
C -2.491179 3.953316 8.111602 -0.785 -0.011 -0.008
H -1.247799 3.510396 5.898982 0.431 -0.412 0.040
H -1.787709 4.106716 4.365702 0.361 -0.110 -0.320
H -2.557119 1.869196 3.632912 0.183 0.274 -0.303
H -2.215729 1.126146 5.100462 0.486 0.111 0.467
H -0.847959 1.767616 4.096012 -0.103 -0.157 0.073
H -2.941469 4.283626 9.047682 -0.306 -0.052 -0.184
H -1.422019 4.122826 8.239122 -0.101 0.435 -0.826
H -2.658819 2.887456 7.956862 -0.121 0.063 0.205
O -3.178249 2.737326 -2.480308 0.698 0.113 0.686
S -2.961979 2.586326 -1.059038 -0.937 -0.252 1.276
O -1.828449 3.201156 -0.338128 -2.271 -0.821 -1.520
O -4.408069 3.153576 -0.346358 2.113 -0.237 -0.421
C -5.667949 2.876636 -1.009298 0.261 -0.124 -0.679
C -6.845129 3.043636 -0.091768 -0.571 -0.550 0.672
C -3.015129 0.767876 -0.637548 -0.681 1.885 0.333
H -5.589619 1.883716 -1.452118 -0.265 -0.306 0.375
H -5.907709 3.492316 -1.876218 0.888 0.518 -0.066
H -7.276929 4.038196 0.019972 0.512 0.216 -0.351
H -6.706409 2.683636 0.927672 0.255 -0.266 -0.110
H -7.623069 2.436216 -0.554308 -0.239 -0.042 0.149
H -2.252959 0.202186 -1.173448 -0.024 0.271 0.156
H -4.041589 0.490406 -0.877328 0.171 -0.224 -0.275
H -2.927109 0.753886 0.448802 0.418 -0.236 -0.121
O -3.842139 -5.697814 -1.931728 0.260 2.832 -1.932
S -3.806809 -4.434494 -2.707918 0.333 0.302 0.474
O -2.795889 -4.138774 -3.743578 -2.234 -0.876 2.099
O -5.280449 -4.182174 -3.408158 1.131 -0.974 1.583
C -6.417269 -4.540394 -2.561348 -1.962 -0.135 -1.271
C -7.567439 -4.644864 -3.583368 0.219 0.756 0.258
C -3.869219 -2.989454 -1.519908 0.247 -0.779 -0.053
H -6.667479 -3.823814 -1.779028 0.558 0.510 -0.196
H -6.440179 -5.512554 -2.068948 1.232 -0.091 -0.160
H -7.705979 -3.733494 -4.165028 0.479 0.100 -0.124
H -8.536329 -4.729664 -3.091258 0.096 -0.703 0.126
H -7.306219 -5.458234 -4.260338 -0.496 -0.043 0.046
H -4.249699 -2.071234 -1.967338 0.060 -0.343 -0.524
H -2.870179 -2.802034 -1.126328 0.086 -0.217 -0.094
H -4.513829 -3.241694 -0.677918 0.037 -0.300 -0.132
O 4.809061 0.776156 0.895432 0.326 0.952 1.996
S 5.201831 1.016556 2.287332 1.582 -0.718 0.044
O 6.641521 1.134796 2.607292 -2.958 -0.237 -0.440
O 4.464601 2.372046 2.817942 -0.139 -1.567 -0.980
C 4.843691 2.902056 4.098702 1.323 -0.148 0.198
C 3.785731 3.882756 4.487532 0.106 0.601 0.766
C 4.343581 -0.264034 3.285712 0.172 1.143 -0.330
H 5.851121 3.289266 3.946232 -0.176 0.839 0.005
H 5.085741 2.177066 4.875812 -0.822 -0.754 -0.172
H 2.770101 3.487976 4.460212 0.069 -0.091 -0.737
H 3.945441 4.798076 3.917642 -0.595 -0.010 -0.095
H 3.850551 4.152086 5.541742 0.550 0.092 0.077
H 3.326611 -0.275184 2.893592 0.110 -0.343 -0.300
H 4.247651 0.070106 4.318792 0.466 -0.043 -0.007
H 4.882331 -1.206504 3.187772 -0.128 0.119 -0.115

---

12
Properties=species:S:1:pos:R:3:forces:R:3 method="wB97M-V/def2-TZVPD" homo_ev=-8.7 smiles="C#C/C(N)=C/C=O" orbital_gap_ev=8.5 relative_energy_kj_mol=236.29
C 0.187240 0.063053 0.299725 -1.462 -1.116 -2.852
C -0.713124 0.382287 -0.781784 1.635 0.377 3.062
C -0.729479 -0.467048 -1.877400 -1.735 -1.092 -2.274
C 0.238407 0.879209 1.464156 0.220 0.702 0.800
C 0.277518 1.637707 2.404284 0.685 -0.453 0.366
H 1.550906 -1.311854 0.984223 -0.777 0.129 -1.056
H 0.754278 -1.699530 -0.596838 0.018 0.154 -0.347
H -1.417424 1.205516 -0.672479 0.373 -0.233 -0.141
H -1.534732 -0.292522 -2.655098 0.585 0.414 0.581
H 0.521456 2.169701 3.329499 -0.540 -0.314 -0.984
N 0.925349 -1.080159 0.191320 0.663 1.443 2.644
O -0.060397 -1.486359 -2.089608 0.333 -0.009 0.202

---

59
Properties=species:S:1:pos:R:3:forces:R:3 method="wB97M-V/def2-TZVPD" homo_ev=-11.0 orbital_gap_ev=5.9 charge=+1 relative_energy_kj_mol=0.00
C -5.539145 2.172998 -3.349977 -0.244 -0.142 0.074
O -5.110971 1.847600 -2.009498 1.353 0.502 0.376
C -3.840273 2.104562 -1.610352 -0.369 -0.225 -0.265
C -3.544040 1.897527 -0.236050 -0.432 -0.058 -0.264
C -2.268264 2.060819 0.235496 0.321 -0.220 0.037
C -1.162422 2.283528 -0.646508 -0.573 -0.023 -0.365
C 0.172095 2.164337 -0.189493 -0.048 1.201 -0.977
C 1.321860 2.126934 -1.035148 0.044 -0.148 -0.060
C 2.576858 2.617385 -0.556025 0.512 -0.647 0.084
C 3.734101 2.356237 -1.258291 -0.349 -0.262 -0.343
C 3.676150 1.632303 -2.475633 0.733 0.094 -0.141
O 4.888015 1.361137 -3.039119 -1.138 0.815 1.415
C 5.914790 1.949891 -2.140794 0.218 -0.252 -0.196
C 5.181383 2.627055 -0.967818 0.275 0.240 0.159
C 2.454908 1.256253 -3.038198 0.073 -0.210 -0.194
C 1.300516 1.505939 -2.329345 0.015 0.123 0.366
C -1.506081 2.612572 -1.998796 -0.311 -0.290 -0.079
C -2.809456 2.551905 -2.470124 0.061 -0.111 0.072
H -6.591673 1.865336 -3.353771 0.374 0.160 -0.151
H -5.468636 3.250849 -3.549403 0.057 -0.272 0.168
H -4.986811 1.606364 -4.112515 -0.067 0.102 0.317
H -4.364439 1.575695 0.406134 0.252 0.282 -0.057
H -2.069454 1.972502 1.303296 -0.065 -0.185 -0.241
H 0.334170 2.237190 0.886979 0.032 -0.158 -0.154
H 2.624791 3.167447 0.385153 -0.048 -0.250 -0.164
H 6.575575 1.141237 -1.800287 -0.339 0.140 -0.253
H 6.507883 2.657587 -2.730737 -0.267 -0.238 0.019
H 5.404967 3.698314 -0.955748 -0.092 -0.127 0.102
H 5.499875 2.199522 -0.009125 -0.157 0.129 -0.189
H 2.446169 0.725468 -3.986087 -0.092 0.111 0.157
H 0.352148 1.177434 -2.741915 0.249 -0.214 0.166
H -0.729153 2.910466 -2.697461 -0.167 0.101 0.224
H -3.042583 2.797130 -3.509649 0.213 -0.030 0.424
C -0.975300 -4.017157 0.281100 -0.079 -0.201 -0.668
C 0.042274 -2.952553 0.664029 -0.161 -0.138 -0.075
N -0.005605 -2.595932 2.130402 0.063 -0.235 -0.294
C -1.409138 -2.209962 2.524018 0.275 -0.063 -0.019
C -1.879003 -0.941239 1.848025 -0.406 0.371 -0.060
C 0.376251 -3.849995 2.881107 -0.148 -0.127 0.056
C 0.405799 -3.714922 4.390730 0.242 -0.119 0.203
B 0.989401 -1.362333 2.384672 0.315 0.891 -0.163
Br 2.928777 -1.957718 2.082141 -0.079 -0.014 0.127
H 0.824810 -0.468584 1.540848 -0.138 -0.659 0.354
H -0.882413 -4.222225 -0.794602 0.024 0.082 0.255
H -0.819060 -4.972247 0.790925 -0.034 0.209 -0.169
H -2.008915 -3.698108 0.447322 0.184 -0.069 -0.101
H 1.065377 -3.292800 0.448038 -0.336 0.188 0.172
H -0.124398 -2.030029 0.095617 0.065 -0.216 0.185
H -2.053436 -3.055193 2.269735 0.022 0.169 0.176
H -1.435361 -2.098178 3.609302 0.152 0.130 -0.254
H -2.842935 -0.648498 2.283006 0.114 -0.127 -0.119
H -1.182993 -0.114544 2.013020 -0.124 -0.248 0.029
H -2.024231 -1.054913 0.765191 0.048 -0.035 0.245
H -0.361884 -4.607613 2.598141 0.149 0.165 0.201
H 1.349329 -4.175985 2.493820 -0.237 0.213 0.138
H 0.604367 -4.715453 4.805314 -0.084 0.337 -0.094
H 1.208599 -3.050497 4.724913 -0.186 -0.069 -0.079
H -0.549142 -3.367323 4.801283 0.284 -0.153 -0.016
H 0.825989 -0.937548 3.502737 0.054 -0.216 -0.098

---

17
Properties=species:S:1:pos:R:3:forces:R:3 method="wB97M-V/def2-TZVPD" homo_ev=-9.5 smiles="CN(C=O)CCN" orbital_gap_ev=10.4 relative_energy_kj_mol=115.82
C 1.173141 0.059853 -1.735528 -0.342 0.009 -0.232
N 0.646657 -0.071709 -0.484979 0.479 0.054 0.414
C 1.603240 -0.468365 0.550098 -0.122 -0.075 -0.363
C -0.364798 0.893801 -0.096211 -0.066 0.663 -0.445
C -1.438957 0.338113 0.817837 0.005 0.399 0.170
N -1.998224 -0.854386 0.218055 -0.049 0.001 -0.172
O 2.308836 -0.215558 -2.037552 0.111 -0.175 -0.116
H 0.416483 0.424554 -2.455571 0.195 0.040 -0.043
H 1.080038 -0.512376 1.495624 -0.011 -0.111 0.212
H 2.039350 -1.436330 0.302279 -0.145 0.029 0.056
H 2.427567 0.237087 0.611446 0.102 0.216 0.080
H -0.832308 1.285758 -1.005309 -0.125 -0.431 -0.068
H 0.109266 1.800736 0.305223 0.012 -0.240 0.467
H -2.197497 1.127821 0.885895 -0.037 -0.222 0.065
H -1.054096 0.195945 1.839317 0.063 -0.040 -0.096
H -1.246930 -1.491070 -0.026850 -0.217 -0.078 0.087
H -2.671769 -1.313874 0.816227 0.146 -0.039 -0.017